A 2-piece molecular cluster, HO5S2 overall. Source: the OMol25 dataset; level of theory: ωB97M-V/def2-TZVPD.

Geometry (Å):
O1 -0.8157 -0.5432 -0.7892
O2 -1.3021 1.1766 1.1679
O3 2.2331 0.0810 0.4599
O4 -2.1889 1.8727 -1.0865
O5 0.7050 -2.3559 -0.8576
S1 -1.0883 1.4141 -0.2791
S2 0.2266 -1.3101 0.0443
H1 2.2304 -0.3352 1.3403

Its multiplicity is 1. As for the total charge: -1. The value obtained for the LUMO energy is 3.04 eV. The calculation puts the HOMO-LUMO gap at 0.301 Ha. Its relative energy (zero: lowest compared OMol25 entry of this formula, charge and spin) is 1.940 eV.